(1)
Density functional theory data (ωB97M-V/def2-TZVPD) for a gas-phase ion, C6H11N2S2 (charge +1).

Geometry as XYZ:
```
21
C6H11N2S2 | the Open Molecules 2025 dataset | ωB97M-V/def2-TZVPD
H 1.9637 3.3182 -0.3107
H 2.9222 1.8574 -0.7465
H -3.1020 -2.0190 0.3415
N -0.6221 -0.1888 -0.9293
C -1.1702 -1.4606 -0.3516
H -0.0990 -2.2214 -1.7677
H -2.3802 -0.3883 0.8728
C 2.1945 2.6242 -1.0623
H -0.8657 -3.6007 -0.8575
C -0.7409 -2.4938 -1.0479
H -0.0801 -0.4648 3.8086
H 2.7203 3.0967 -1.8375
H -0.8114 -0.3729 -1.9311
S 0.8267 0.4904 3.1159
C 0.2069 0.7312 -0.5878
H -1.9558 -1.8953 1.6437
C -2.1848 -1.4167 0.7042
N 0.7346 0.9181 0.6530
S 0.7888 1.7830 -1.8608
H 1.4365 1.5254 0.5473
C 0.2180 0.1777 1.6037
```

- Charge: +1
- HOMO level: -12.78 eV
- Multiplicity: 1
- Kohn-Sham gap: 8.6 eV

(2)
Density functional theory data (ωB97M-V/def2-TZVPD) for a molecular structure, C6H11N3.

Geometry as XYZ:
```
20
C6H11N3 | the Open Molecules 2025 dataset | ωB97M-V/def2-TZVPD
C 0.4304 -0.1199 1.5557
N 1.2264 1.6634 -0.0288
H 2.3105 -0.3333 -1.2975
H 0.0281 -0.9079 -1.4545
C 0.2689 0.6692 0.2758
N -1.6789 -0.5325 0.4766
C 0.4590 -0.7118 -0.4924
C -1.2178 0.8696 0.0775
N 1.8652 -0.9451 -0.5513
C -0.3531 -1.1786 0.7234
H 1.4476 -0.4006 1.7318
H -1.7257 -0.3727 -1.7697
H -1.7883 1.6528 0.5516
H -0.0434 0.2620 2.4279
H 2.0678 -1.9657 -0.7329
H -0.4964 -2.2807 0.9811
C -2.0597 0.0508 -0.8650
H 0.9333 2.5796 0.3271
H -3.1176 0.2482 -0.8950
H 1.4438 1.7532 -1.0413
```

- Charge: 0
- HOMO level: -8.60 eV
- Multiplicity: 1
- Kohn-Sham gap: 9.5 eV

(3)
Density functional theory data (ωB97M-V/def2-TZVPD) for C6H11N3 in the gas phase.

Geometry as XYZ:
```
20
C6H11N3 | the Open Molecules 2025 dataset | ωB97M-V/def2-TZVPD
H 4.4766 -0.9647 -0.3744
H -3.5586 0.3696 1.1809
H 0.3964 -2.0437 0.5332
H -1.2970 1.4931 0.4273
C 0.6229 -1.0413 0.1604
N 4.1548 -0.0686 0.2175
H -1.7673 1.0351 -2.2438
H -2.0676 0.2875 2.0964
H -2.5865 -1.0551 1.2577
H -2.8654 -0.2642 -1.7840
C -2.5196 -0.0370 1.2153
H 2.5744 -1.6612 0.5013
H -3.1060 1.5474 -1.1435
C 2.0457 -0.8186 0.1061
C -2.4577 0.6880 -1.3816
N 2.5025 1.3581 -0.5015
H 4.6526 0.7246 0.0200
C -0.4136 -0.2822 -0.0832
C -1.6017 0.4657 -0.0248
N 2.8149 0.2674 -0.1795
```

- Charge: 0
- HOMO level (alpha / beta): -7.01 / -7.16 eV
- Multiplicity: 1
- Kohn-Sham gap (alpha / beta): 6.0 / 6.6 eV

(4)
Density functional theory data (ωB97M-V/def2-TZVPD) for C6H11N3 in the gas phase.

Geometry as XYZ:
```
20
C6H11N3 | the Open Molecules 2025 dataset | ωB97M-V/def2-TZVPD
H 2.7918 -1.4092 -0.9437
C -0.4191 0.9923 -0.5296
H -0.7019 2.0831 -0.7092
C -1.6262 0.3507 -0.1024
N -2.1139 -1.7805 -1.2437
H 2.5491 0.1507 -1.4259
H -3.0925 0.2662 1.2303
N -2.2299 0.8089 1.0637
H 1.2859 1.8816 0.3625
C -1.9624 -0.7595 -0.7170
C 0.7101 -1.3561 0.9430
H 0.8245 -2.4269 0.6252
C 0.7479 0.8996 0.4779
H 0.4895 -1.1697 2.0144
H 0.0420 0.6880 -1.4221
H -2.5177 1.7484 1.0017
H 0.5431 0.9988 1.5987
C 2.0271 -0.7088 -0.9228
H 1.2334 -0.9411 -1.6101
N 1.4191 -0.3165 0.3093
```

- Charge: 0
- HOMO level (alpha / beta): -6.70 / -7.46 eV
- Multiplicity: 1
- Kohn-Sham gap (alpha / beta): 6.5 / 8.3 eV

(5)
Density functional theory data (ωB97M-V/def2-TZVPD) for 2 unconnected molecules or ions with the total composition C6H11N3.

Geometry as XYZ:
```
20
C6H11N3 | the Open Molecules 2025 dataset | ωB97M-V/def2-TZVPD
H 1.4679 0.3453 -1.2753
H 2.8613 -1.0453 0.2446
C -1.6060 0.6750 1.2540
H -0.0604 -1.1496 -2.4455
N 1.9268 0.6829 -0.3867
N -0.1770 -0.3020 -1.8952
C 0.7880 -1.3322 0.6643
H -1.8049 1.5758 1.8126
H -1.5450 -0.2364 1.8151
H 2.2206 0.0082 1.5546
H 1.2811 1.3828 -0.0330
C -0.8537 -0.4880 -0.7980
H -0.9236 1.8083 -1.7074
C -1.2909 0.7208 -0.0484
H -0.2888 -3.1730 1.4088
N -1.4218 1.8502 -0.8306
C 2.0512 -0.3771 0.5468
H -1.4027 2.7407 -0.3588
C 0.2606 -2.3212 1.1110
H -1.4828 -1.3655 -0.6330
```

- Charge: 0
- HOMO level: -8.33 eV
- Structure (SMILES): [H]/N=C/C(=C)N.C#CCN
- Multiplicity: 1
- Kohn-Sham gap: 8.8 eV

(6)
Density functional theory data (ωB97M-V/def2-TZVPD) for C6H11N3 in the gas phase.

Geometry as XYZ:
```
20
C6H11N3 | the Open Molecules 2025 dataset | ωB97M-V/def2-TZVPD
H -2.6994 0.8387 -1.7530
H -0.7018 -0.7733 2.8388
H 2.2700 1.3377 -1.0435
C 1.4960 -1.3371 1.0519
H 0.9288 -0.2538 -2.8019
N 0.5555 -0.3814 0.5104
C -2.4701 0.4550 -0.7637
C 1.1939 1.5364 -1.0395
C 0.4348 0.2191 -1.0070
H 0.9488 2.0654 -1.9622
H -2.2291 -0.2762 2.1891
H 0.9503 2.1736 -0.1879
C -0.6799 -0.1355 0.8838
N -1.2564 -0.4893 2.0475
C -1.2242 0.4822 -0.2989
H -3.2927 -0.0352 -0.2431
H 2.1645 -0.8609 1.7750
N 0.5580 -0.6768 -1.9536
H 2.0704 -1.7238 0.2101
H 0.9828 -2.1649 1.5479
```

- Charge: 0
- HOMO level: -6.95 eV
- Multiplicity: 1
- Kohn-Sham gap: 7.5 eV

(7)
Density functional theory data (ωB97M-V/def2-TZVPD) for 2 unconnected molecules or ions with the total composition C6H11N3O.

Geometry as XYZ:
```
21
C6H11N3O | the Open Molecules 2025 dataset | ωB97M-V/def2-TZVPD
N 2.3757 1.1975 -1.9944
H -0.5815 2.5614 0.7371
H 2.5310 -0.9914 -1.5529
H 2.8751 1.2928 -2.8101
C 1.4092 2.0292 -1.4606
H 0.2723 -3.2815 1.4586
H -1.7237 -0.0357 0.6690
C 2.0842 -0.0378 -1.3814
C -2.0832 -1.0065 1.1128
N 1.1071 0.0791 -0.4982
H 0.5320 -1.6529 2.1343
H -1.9957 -0.8203 2.1429
C 0.5818 1.3020 -0.6813
H -1.6033 1.7955 -0.4427
H -0.7329 1.0440 0.9465
C -0.6274 1.7757 0.1524
H 1.4275 3.2050 -1.5038
H -3.1097 -1.1639 0.7253
O -1.4738 -2.8387 -0.1636
N -0.1447 -2.3560 1.6913
C -1.1201 -2.0976 0.7190
```

- <S²>: 0.750
- Charge: -1
- HOMO level (alpha / beta): 1.17 / -5.07 eV
- Multiplicity: 2
- Kohn-Sham gap (alpha / beta): 2.4 / 8.5 eV

(8)
Density functional theory data (ωB97M-V/def2-TZVPD) for 2 unconnected molecules or ions with the total composition C6H11N3O.

Geometry as XYZ:
```
21
C6H11N3O | the Open Molecules 2025 dataset | ωB97M-V/def2-TZVPD
H 1.4324 -2.8974 0.7593
H -1.6675 -2.8313 -1.9944
C 0.7861 3.0333 0.7776
H -0.7734 4.2930 1.4634
H 1.6316 0.7893 -1.3076
H -0.1479 -2.7910 1.3420
O -0.0992 -4.3593 -0.9139
C 0.6545 1.7389 0.3024
C 1.8096 0.9596 -0.2414
H -1.2301 -1.3875 -1.1642
H 1.8515 -0.0539 0.1466
H 2.7500 1.4668 -0.0735
N -1.1614 -2.3824 -1.2566
H -2.4288 2.5538 0.5952
C -0.1757 -3.1717 -0.7043
N -0.5096 3.4465 0.9974
C 0.4689 -2.4709 0.4962
C -1.3589 2.4843 0.5301
N -0.6652 1.4449 0.1566
H 1.5556 3.7564 0.9733
H 0.4974 -1.3964 0.5143
```

- Charge: 0
- HOMO level: -8.85 eV
- Structure (SMILES): Cc1c[nH]cn1.CC(N)=O
- Multiplicity: 1
- Kohn-Sham gap: 9.6 eV

(9)
Density functional theory data (ωB97M-V/def2-TZVPD) for C6H11N3O2S in the gas phase.

Geometry as XYZ:
```
23
C6H11N3O2S | the Open Molecules 2025 dataset | ωB97M-V/def2-TZVPD
N -0.5932 2.2171 -0.4123
C -2.0762 0.4027 -0.8748
C 1.2205 -1.7258 1.3893
C -0.5788 -2.5308 -0.1560
H 1.0418 4.0121 -0.9701
O 1.1252 1.4670 0.8662
H -0.9191 -3.1135 -0.9987
N -1.3974 1.1568 0.0536
H 2.2877 3.5108 0.0845
H -2.3544 0.9503 -1.7671
C 0.6571 2.3298 0.1556
H 1.4342 -2.9826 -0.3849
C 0.6892 -2.4539 0.2022
H -1.1182 3.0628 -0.6000
H 2.2110 -1.3308 1.1780
O -2.9332 -2.8991 0.8823
H -0.9172 0.6480 0.7932
H 0.5796 -0.9021 1.6879
H 1.3060 -2.4160 2.2299
S -1.9623 -1.8076 0.7800
C -2.4701 -0.8506 -0.6725
H -3.1120 -1.3809 -1.3544
N 1.3080 3.4941 -0.1504
```

- Charge: 0
- HOMO level: -8.34 eV
- Multiplicity: 1
- Kohn-Sham gap: 8.8 eV

(10)
Density functional theory data (ωB97M-V/def2-TZVPD) for C6H11N3O3S in the gas phase.

Geometry as XYZ:
```
24
C6H11N3O3S | the Open Molecules 2025 dataset | ωB97M-V/def2-TZVPD
C 1.0370 0.2476 1.2485
H 0.8459 0.8355 2.1894
N -1.0771 -0.4154 -1.7474
H 3.0914 -0.1292 1.5517
C -0.8547 -0.5927 -2.9951
H -1.6105 -1.2333 -3.4399
O -2.5460 1.2384 0.1275
O 0.9200 -1.0917 1.5029
C 0.7438 0.5519 -2.3066
H -3.0727 -1.0595 0.9158
N 0.3745 -0.0832 -3.4260
H 0.2024 1.8584 0.0637
S -1.6249 0.5481 0.9705
N -0.1726 0.3846 -1.2983
O -1.4467 0.8524 2.3600
H 1.0110 -1.2165 2.4237
C 2.5628 0.3994 0.8070
H 2.7146 -0.0097 -0.1505
H -1.6906 -1.8382 1.7549
C 0.0428 0.7864 0.3001
H 2.7613 1.4927 0.7053
C -1.9738 -1.1993 0.8847
H 1.5885 1.1563 -2.3537
H -1.8265 -1.4831 -0.0881
```

- Charge: 0
- HOMO level: -10.05 eV
- Structure (SMILES): C[C@H](O)[C@@H](n1cncn1)S(C)(=O)=O
- Multiplicity: 1
- Kohn-Sham gap: 10.4 eV

(11)
Density functional theory data (ωB97M-V/def2-TZVPD) for a molecular structure, C6H11N4.

Geometry as XYZ:
```
21
C6H11N4 | the Open Molecules 2025 dataset | ωB97M-V/def2-TZVPD
N 1.8262 -1.5669 0.3564
H -3.4415 -0.4370 -0.4739
C -2.7829 -0.7925 0.2597
H 1.1269 1.1508 -1.4884
H 2.9771 -0.3031 1.5537
C 0.6021 0.8626 -0.6505
C 0.6742 -1.6566 -0.1053
H 0.6798 0.8196 1.4086
H 0.2294 -2.5473 -0.2933
C 1.4496 0.8139 0.6796
H -0.5986 -0.6958 -1.7800
H 3.0902 -0.0297 -0.2349
N -1.6222 1.2255 -0.0974
C -0.0437 -0.5357 -0.7847
H -2.5613 -1.8079 0.2634
N -0.5677 1.7148 -0.5874
N -1.5978 -0.0106 0.1442
H -0.4727 2.7900 -0.7144
H -3.2648 -0.5335 1.2190
H 1.8282 1.8580 0.7125
C 2.4694 -0.3187 0.6132
```

- Charge: +1
- HOMO level: -13.69 eV
- Multiplicity: 1
- Kohn-Sham gap: 9.2 eV

(12)
Density functional theory data (ωB97M-V/def2-TZVPD) for a gas-phase ion, C6H11N4 (charge +1).

Geometry as XYZ:
```
21
C6H11N4 | the Open Molecules 2025 dataset | ωB97M-V/def2-TZVPD
C 3.0056 -1.2029 -0.4167
H 0.6307 1.8900 1.5576
H 0.9949 -0.8860 1.4943
H 3.8242 -0.8322 -1.0388
H -3.2873 -1.0039 -0.2677
H -1.4511 0.3659 1.7081
C -1.5378 0.0625 -0.4192
N 1.1892 -0.0834 0.9083
N -0.6726 -0.5335 -1.1589
H 3.4392 -1.6496 0.4545
H -3.4343 0.3574 0.6536
H 2.4474 -1.9732 -0.8737
C 2.0571 -0.1127 -0.1498
C -3.0677 0.0002 -0.3306
N 0.8458 1.6539 -0.5019
C 0.3699 1.0830 0.6818
H -3.5189 0.3848 -1.1969
C -1.1240 0.9034 0.8055
H -0.9077 -1.2692 -1.8625
N 1.8736 1.0232 -0.8694
H -1.6763 1.8223 0.8222
```

- <S²>: 2.012
- Charge: +1
- HOMO level (alpha / beta): -12.66 / -13.50 eV
- Multiplicity: 3
- Kohn-Sham gap (alpha / beta): 9.6 / 5.7 eV

Calculated electronic energy (eV), listed in the same order as above: -31040.6497 -10867.3188 -10862.2347 -10866.2385 -10866.6835 -10867.3115 -12915.6244 -12918.5364 -25798.6508 -27845.2537 -12350.4357 -12349.3355
Calculated energy above the lowest of the compared OMol25 structures with the same formula, charge and spin (kJ/mol), listed in the same order as above: 443.1 337.7 828.2 441.9 399.0 338.4 97.7 49.1 325.3 64.6 388.9 124.6